The following is a quantum chemistry calculation of 46 unconnected molecules or ions with the total composition C3H98O46 at a distorted geometry, from the OMol25 dataset.

Computed properties:
E_HOMO = -9.3 eV
E_tot = -98890.4872 eV
Orbital gap = 7.845 eV
LUMO level = -1.5 eV

```
! wB97M-V def2-TZVPD RIJCOSX def2/J DEFGRID3
* xyz 0 1
O -22.123 3.135 -10.674
H -22.016 3.812 -11.346
H -21.451 3.251 -9.998
H -22.994 3.105 -10.270
C -19.696 6.422 -13.516
C -20.380 6.040 -12.216
C -20.861 7.181 -11.368
O -21.434 5.155 -12.393
H -18.836 7.064 -13.328
H -20.385 6.986 -14.146
H -19.332 5.557 -14.070
H -19.556 5.631 -11.631
H -21.199 6.759 -10.421
H -21.630 7.794 -11.837
H -20.067 7.892 -11.140
O -23.893 6.295 -13.847
H -24.181 7.080 -13.381
H -23.131 5.990 -13.354
O -14.463 6.873 -11.712
H -15.158 6.872 -12.370
H -14.375 7.791 -11.456
O -18.401 9.844 -17.208
H -19.244 9.997 -17.635
H -18.628 9.593 -16.313
O -16.791 3.627 -12.528
H -17.696 3.551 -12.829
H -16.860 4.014 -11.655
O -21.494 9.829 -15.333
H -21.709 10.348 -16.108
H -21.715 8.931 -15.577
O -19.077 11.955 -8.408
H -19.536 11.116 -8.437
H -19.625 12.509 -7.853
O -22.600 10.326 -10.144
H -22.279 9.437 -9.995
H -22.216 10.582 -10.982
O -15.122 8.159 -8.340
H -14.462 7.630 -7.891
H -15.813 7.537 -8.569
O -23.651 8.059 -8.414
H -24.314 7.641 -8.963
H -24.129 8.349 -7.638
O -23.567 8.828 -18.419
H -23.135 8.380 -17.692
H -24.388 8.352 -18.540
O -20.261 8.926 -8.330
H -21.172 8.639 -8.274
H -20.024 9.150 -7.430
O -14.155 10.319 -13.663
H -14.920 9.911 -14.068
H -13.726 10.788 -14.378
O -25.468 10.375 -10.528
H -24.740 10.521 -9.924
H -26.061 9.792 -10.053
O -15.349 7.348 -17.201
H -14.889 6.511 -17.132
H -15.043 7.853 -16.448
O -23.068 4.794 -7.232
H -22.733 5.471 -6.644
H -23.503 4.167 -6.653
O -16.109 8.726 -14.409
H -16.238 7.782 -14.502
H -16.994 9.086 -14.361
O -19.147 2.013 -7.454
H -19.724 1.260 -7.325
H -19.731 2.717 -7.736
O -21.738 0.395 -14.978
H -22.012 1.151 -14.458
H -21.744 0.711 -15.882
O -23.729 5.740 -10.832
H -23.646 6.180 -9.986
H -22.865 5.831 -11.235
O -24.313 2.840 -9.443
H -25.224 3.083 -9.277
H -24.200 2.009 -8.981
O -15.931 6.064 -14.030
H -15.483 5.764 -14.822
H -16.381 5.287 -13.700
O -16.993 4.389 -9.859
H -17.561 4.898 -9.280
H -17.012 3.504 -9.497
O -18.825 9.777 -14.457
H -18.724 10.424 -13.758
H -19.769 9.734 -14.609
O -21.818 4.902 -17.373
H -22.541 4.627 -17.936
H -21.211 5.349 -17.963
O -24.601 2.359 -14.540
H -25.058 1.627 -14.954
H -25.206 3.096 -14.622
O -22.289 7.160 -6.001
H -22.320 7.480 -5.100
H -22.581 7.903 -6.529
O -26.191 6.501 -10.933
H -26.462 6.624 -10.023
H -25.321 6.106 -10.873
O -18.875 5.240 -6.935
H -17.942 5.221 -6.723
H -19.168 6.106 -6.653
O -14.777 2.542 -14.044
H -14.860 2.834 -14.952
H -15.458 3.025 -13.575
O -22.072 11.459 -12.884
H -21.800 10.914 -13.623
H -22.444 12.243 -13.288
O -25.139 0.959 -12.044
H -26.063 1.185 -12.151
H -24.695 1.419 -12.757
O -17.732 8.034 -6.468
H -17.482 7.767 -7.352
H -18.131 8.897 -6.581
O -21.800 3.339 -14.568
H -22.721 3.076 -14.556
H -21.743 4.042 -13.922
O -17.753 11.306 -10.845
H -18.336 11.646 -10.166
H -18.134 11.618 -11.666
O -19.369 2.831 -13.181
H -19.834 3.661 -13.075
H -19.907 2.332 -13.797
O -16.331 9.096 -11.516
H -16.924 9.772 -11.188
H -16.483 9.082 -12.461
O -20.992 3.805 -8.391
H -20.404 4.439 -7.979
H -21.845 3.975 -7.993
O -19.860 2.381 -16.296
H -19.361 3.139 -16.601
H -20.587 2.756 -15.800
O -18.989 0.220 -12.167
H -18.141 0.221 -12.612
H -19.351 1.089 -12.338
O -24.979 9.219 -13.199
H -25.161 9.317 -12.265
H -24.240 9.805 -13.362
O -25.898 4.755 -15.146
H -25.913 5.220 -15.982
H -25.330 5.285 -14.587
O -19.162 12.249 -13.092
H -20.118 12.204 -13.129
H -18.963 13.182 -13.160
O -17.905 7.569 -9.199
H -17.360 7.848 -9.935
H -18.722 8.056 -9.308
O -22.652 7.350 -16.047
H -22.214 6.625 -16.491
H -23.045 6.953 -15.269
*
```

---

The following is a quantum chemistry calculation of C4H13N3 in the gas phase at a distorted geometry, from the OMol25 dataset.

Computed properties:
E_HOMO = -8.0 eV
E_tot = -8828.6745 eV
Orbital gap = 9.198 eV
LUMO level = 1.1 eV
ΔE to the lowest compared entry with this formula, charge and spin = 17.0 kcal per mole
Structure (SMILES) = CC(C)NC(N)N

```
! wB97M-V def2-TZVPD RIJCOSX def2/J DEFGRID3
* xyz 0 1
C -1.823 -0.881 -0.992
C -1.068 -0.080 0.058
C -1.722 1.268 0.316
N 0.376 0.156 -0.420
C 1.404 -0.431 0.345
N 2.590 -0.490 -0.548
N 1.724 0.386 1.445
H -1.340 -1.850 -1.156
H -1.842 -0.353 -1.951
H -2.856 -1.066 -0.679
H -1.042 -0.653 0.992
H -1.742 1.876 -0.594
H -1.167 1.826 1.077
H -2.752 1.146 0.669
H 0.522 0.347 -1.405
H 1.165 -1.447 0.670
H 3.347 0.179 -0.442
H 2.745 -1.264 -1.189
H 1.356 1.329 1.512
H 2.126 -0.001 2.293
*
```

---

The following is a quantum chemistry calculation of a molecular structure, C23H13Cl5N4OS2Zn at a distorted geometry, from the OMol25 dataset.

Computed properties:
E_HOMO = -1.7 eV
E_tot = -164774.3449 eV
Orbital gap = 5.649 eV
LUMO level = 4.0 eV
ΔE to the lowest compared entry with this formula, charge and spin = 16.1 kcal per mole

```
! wB97M-V def2-TZVPD RIJCOSX def2/J DEFGRID3
* xyz -2 1
Zn -0.082 -0.051 0.153
C 0.107 -2.944 -3.180
C 1.324 -3.527 -2.897
C 1.942 -3.226 -1.693
C 1.306 -2.374 -0.796
N 0.117 -1.831 -1.071
C -0.436 -2.068 -2.250
C 1.929 -1.980 0.472
C 2.791 -2.839 1.151
C 3.378 -2.434 2.335
C 3.118 -1.164 2.821
C 2.242 -0.325 2.150
C 1.625 -0.702 0.961
H -0.386 -3.108 -4.122
H 1.794 -4.195 -3.607
H 2.918 -3.625 -1.462
H -1.373 -1.574 -2.448
H 2.956 -3.846 0.784
H 4.029 -3.108 2.883
H 3.578 -0.830 3.744
H 2.037 0.647 2.586
Cl -0.010 3.172 6.755
C -0.184 2.117 5.403
C -0.073 2.610 4.105
Cl 0.387 4.249 3.867
C -0.300 1.800 3.014
Cl -0.082 2.417 1.417
C -0.685 0.423 3.140
O -0.974 -0.314 2.174
C -0.690 -0.050 4.495
Cl -1.011 -1.723 4.731
C -0.460 0.764 5.583
Cl -0.498 0.114 7.178
S -4.160 1.224 -1.713
C -2.738 0.858 -1.116
N -1.698 0.594 -0.647
C -2.582 -1.992 -6.313
C -1.900 -0.692 -5.971
C -2.245 0.494 -6.618
C -1.508 1.612 -6.242
N -0.578 1.591 -5.322
C -0.346 0.413 -4.696
S 0.816 0.349 -3.484
N -0.979 -0.735 -5.037
H -3.188 -1.889 -7.213
H -3.230 -2.284 -5.487
H -1.845 -2.780 -6.458
H -3.017 0.530 -7.373
H -1.665 2.573 -6.732
*
```

---

The following is a quantum chemistry calculation of C7H14 in the gas phase at a distorted geometry, from the OMol25 dataset.

Computed properties:
E_HOMO = -8.7 eV
E_tot = -7483.2808 eV
Orbital gap = 9.770 eV
LUMO level = 1.0 eV
ΔE to the lowest compared entry with this formula, charge and spin = 69.5 kcal per mole
Structure (SMILES) = C/C=C(\C)CCC

```
! wB97M-V def2-TZVPD RIJCOSX def2/J DEFGRID3
* xyz 0 1
C 1.194 1.790 -1.743
C 1.095 0.324 -1.155
C 0.933 0.074 0.181
C 1.002 1.168 1.228
C 0.194 -1.198 0.921
C -1.331 -1.298 0.898
C -1.958 -1.228 -0.469
H 0.267 1.986 -2.373
H 1.249 2.360 -0.815
H 1.885 2.055 -2.603
H 1.225 -0.511 -1.939
H 1.402 0.689 2.164
H 1.697 2.069 0.980
H 0.053 1.561 1.622
H 0.593 -1.352 1.908
H 0.484 -2.035 0.278
H -1.723 -0.549 1.615
H -1.663 -2.241 1.358
H -2.220 -0.142 -0.564
H -1.618 -1.601 -1.379
H -2.761 -1.924 -0.112
*
```

---

The following is a quantum chemistry calculation of C2H3IN2O in the gas phase at a distorted geometry, from the OMol25 dataset.

Computed properties:
E_HOMO (spin up / spin down) = -9.3 / -9.3 eV
E_tot = -15246.0826 eV
Orbital gap (spin up / spin down) = 7.160 / 7.161 eV
LUMO level (spin up / spin down) = -2.2 / -2.2 eV
ΔE to the lowest compared entry with this formula, charge and spin = 105.0 kcal per mole
Structure (SMILES) = [H]/N=C(\I)C(N)=O

```
! wB97M-V def2-TZVPD RIJCOSX def2/J DEFGRID3
* xyz 0 1
H -1.085 2.228 0.174
N -0.529 1.445 -0.138
C -1.655 0.019 0.038
I -3.696 0.133 0.068
C -0.963 -1.195 -0.009
N 0.393 -0.998 0.208
O -1.504 -2.306 -0.153
H 0.995 -0.099 0.382
H 0.978 -1.703 -0.087
*
```

---

The following is a quantum chemistry calculation of a molecular structure, C35H84N4O8 at a distorted geometry, from the OMol25 dataset.

Computed properties:
E_HOMO = -8.0 eV
E_tot = -59965.2073 eV
Orbital gap = 8.110 eV
LUMO level = 0.1 eV
ΔE to the lowest compared entry with this formula, charge and spin = 529.0 kcal per mole

```
! wB97M-V def2-TZVPD RIJCOSX def2/J DEFGRID3
* xyz 0 1
C -1.082 -0.204 0.209
O -1.936 0.737 -0.372
H -0.502 -0.625 -0.613
H -0.413 0.175 0.982
H -1.715 -1.011 0.577
H -2.532 0.865 0.370
C -2.783 -2.673 -0.673
O -2.887 -1.337 -1.074
H -3.508 -3.379 -1.078
H -1.910 -3.130 -1.139
H -2.661 -2.824 0.399
H -2.581 -0.627 -0.504
C -3.220 1.736 2.152
O -2.460 0.721 2.730
H -3.800 2.233 2.930
H -2.699 2.457 1.523
H -3.862 1.234 1.428
H -1.642 1.073 3.088
C -3.802 2.370 -1.163
O -4.480 3.619 -1.227
H -3.229 2.148 -2.063
H -3.101 2.257 -0.336
H -4.522 1.558 -1.058
H -5.012 3.624 -0.428
C 5.709 0.606 2.886
C 4.281 0.072 3.001
C 3.367 0.317 1.704
O 2.101 -0.156 2.176
C 0.974 0.577 1.568
N 4.475 -1.299 3.260
H 6.356 0.026 2.228
H 6.322 0.561 3.786
H 5.689 1.657 2.596
H 3.708 0.591 3.768
H 3.893 -0.170 0.883
H 3.394 1.392 1.525
H 0.068 -0.027 1.532
H 1.147 0.686 0.497
H 0.713 1.587 1.886
H 4.846 -1.799 2.465
H 3.510 -1.597 3.282
C 3.163 3.331 -0.827
C 2.069 4.319 -0.403
C 1.482 5.052 -1.734
C 0.480 4.211 -2.514
C -0.624 3.820 -1.568
C -0.116 3.046 -0.291
N 1.008 3.693 0.411
O 1.522 2.916 1.454
C -1.307 3.039 0.735
C 0.134 1.556 -0.686
C 2.730 5.357 0.448
H 4.099 3.888 -0.800
H 2.956 2.748 -1.725
H 3.445 2.593 -0.075
H 1.096 6.033 -1.455
H 2.280 5.261 -2.447
H 0.806 3.280 -2.976
H 0.000 4.789 -3.303
H -1.282 3.158 -2.132
H -1.311 4.643 -1.372
H -2.200 2.533 0.368
H -1.055 2.526 1.663
H -1.556 4.084 0.920
H 0.917 1.535 -1.445
H 0.547 0.941 0.114
H -0.727 1.040 -1.110
H 2.113 6.109 0.939
H 3.471 5.885 -0.153
H 3.198 4.988 1.360
H 1.429 3.521 2.193
C -0.686 -2.258 4.911
C -0.887 -2.077 3.406
C 0.508 -1.805 2.619
C 1.341 -3.067 2.554
C 0.592 -4.283 1.947
C -0.804 -4.488 2.548
N -1.579 -3.203 2.703
O -2.809 -3.478 3.385
C -1.667 -5.339 1.530
C -0.576 -5.267 3.848
C -1.735 -0.798 3.164
H -1.271 -3.050 5.377
H -0.989 -1.314 5.364
H 0.339 -2.380 5.260
H 0.411 -1.283 1.667
H 1.060 -1.052 3.180
H 1.710 -3.162 3.576
H 2.129 -2.754 1.869
H 1.305 -5.087 2.128
H 0.511 -4.068 0.882
H -2.708 -5.434 1.837
H -1.759 -4.857 0.557
H -1.162 -6.244 1.194
H 0.161 -4.716 4.433
H -1.411 -5.225 4.548
H -0.305 -6.305 3.657
H -1.254 0.059 3.636
H -2.772 -0.863 3.494
H -1.870 -0.557 2.110
H -3.480 -2.920 2.984
C -2.301 0.502 -3.374
C -0.919 0.052 -3.906
C 0.175 0.671 -2.947
C 1.574 0.060 -3.012
C 1.447 -1.481 -3.027
C 0.378 -2.139 -3.977
N -0.886 -1.400 -3.869
O -1.965 -1.799 -4.653
C 1.085 -2.169 -5.361
C 0.074 -3.542 -3.586
C -0.772 0.815 -5.341
H -2.637 -0.179 -2.593
H -2.270 1.460 -2.855
H -3.200 0.370 -3.975
H 0.308 1.744 -3.085
H -0.183 0.652 -1.918
H 2.048 0.356 -3.947
H 2.191 0.454 -2.205
H 1.351 -1.896 -2.023
H 2.479 -1.700 -3.300
H 0.287 -2.440 -6.053
H 1.898 -2.895 -5.319
H 1.462 -1.218 -5.737
H -0.340 -3.557 -2.578
H 0.955 -4.176 -3.690
H -0.814 -3.907 -4.101
H 0.093 0.428 -5.879
H -1.593 0.435 -5.949
H -0.619 1.893 -5.406
H -2.627 -2.035 -3.998
*
```

---

> Which formula does entry 6 have?

C35H84N4O8

---

> Which of these has the lowest E_tot?

C23H13Cl5N4OS2Zn